DFT (the ωB97M-V functional and the def2-TZVPD basis) results for a structure of composition C14H28Br2Cl2CoGeN7O4Se at a distorted geometry.

Last column: Löwdin charge in e.
Element x y z (Å)
Co -1.452 -0.198 -1.096  0.7511
N -1.687 1.381 0.758  0.0013
N -2.162 2.596 0.247  0.0074
C -2.330 2.734 -1.078  -0.4097
N -2.635 3.914 -1.599  0.2391
N -2.177 1.612 -1.774  0.0459
N -2.240 1.513 -3.104  -0.4678
O -2.549 2.452 -3.798  0.0762
O -1.971 0.396 -3.503  0.0476
H -2.211 1.129 1.593  0.0599
H -0.691 1.451 0.992  0.0190
H -2.150 3.426 0.832  0.1685
H -2.760 4.721 -1.012  0.1352
H -2.716 3.989 -2.610  0.1144
Br -2.192 -1.809 1.880  0.6364
C -4.018 -1.919 1.239  -0.9922
Br -4.534 -0.308 0.322  0.6562
H -4.685 -2.070 2.088  0.0108
H -4.077 -2.742 0.531  0.0010
Cl 0.643 2.474 -3.121  0.6779
C 1.607 1.995 -1.712  -0.9530
Cl 1.024 2.826 -0.283  0.6789
C 1.520 0.436 -1.520  -0.7752
O 2.466 -0.203 -1.917  0.0783
O 0.494 0.008 -0.910  -0.2739
H 2.642 2.301 -1.883  0.0768
N -2.246 -5.316 -4.031  0.1593
C -2.203 -4.276 -3.183  -0.2964
C -3.179 -3.264 -3.209  0.0130
C -3.053 -2.179 -2.381  -0.1533
N -2.050 -2.031 -1.499  -0.0903
C -1.157 -3.031 -1.413  -0.1133
C -1.201 -4.150 -2.206  0.0175
H -2.902 -5.309 -4.793  0.1184
H -1.467 -5.951 -4.084  0.1196
H -4.009 -3.312 -3.895  0.1209
H -3.785 -1.382 -2.422  0.0912
H -0.381 -2.914 -0.666  0.1125
H -0.450 -4.916 -2.093  0.1216
C 4.626 1.416 4.704  -0.2182
Ge 3.358 1.455 3.178  0.8078
C 4.285 1.530 1.422  -0.2117
C 2.038 2.933 3.337  -0.2182
C 2.269 -0.261 3.290  -0.5939
Se 1.339 -0.616 1.619  0.8397
C 2.640 -1.799 0.813  -0.3606
H 5.199 2.337 4.735  0.0130
H 5.321 0.587 4.615  0.0168
H 4.092 1.319 5.645  0.0155
H 4.591 2.549 1.207  0.0182
H 3.634 1.196 0.619  -0.0216
H 5.175 0.908 1.416  0.0206
H 2.550 3.890 3.362  0.0180
H 1.458 2.841 4.250  0.0154
H 1.358 2.934 2.491  -0.0444
H 1.514 -0.144 4.065  0.0022
H 2.873 -1.128 3.544  0.0122
H 3.633 -1.398 0.986  0.0288
H 2.432 -1.842 -0.252  0.0053
H 2.537 -2.781 1.269  0.0242

highest occupied orbital energy (alpha / beta): -9.810 / -9.812 eV
ΔE to the lowest compared entry with this formula, charge and spin: 95.4 kJ/mol
net charge: +1
Kohn-Sham gap (alpha / beta): 6.825 / 6.764 eV
LUMO level (alpha / beta): -2.99 / -3.05 eV
spin multiplicity: 4
<S²>: 3.756
electronic energy: -358204.945 eV